A 9-piece molecular cluster, C10H38N6O9 overall at a distorted geometry, computed with the ωB97M-V functional and the def2-TZVPD basis.

The geometry in ORCA input format:
```
! RIJCOSX wB97M-V def2-TZVPD def2/J DEFGRID3
* xyz 0 1
O -10.657 7.496 -29.040
O -17.358 7.021 -27.558
O -13.763 4.537 -29.970
O -10.417 -0.129 -31.093
O -14.311 0.171 -28.777
O -13.260 4.252 -26.973
O -8.660 2.419 -27.183
O -9.596 2.522 -31.179
O -15.917 2.426 -28.104
N -16.249 1.821 -25.888
N -15.042 7.354 -27.943
N -15.827 4.023 -26.353
N -11.390 5.290 -28.508
N -12.405 6.901 -27.597
N -15.900 5.469 -28.499
C -10.527 1.201 -28.114
C -15.991 2.771 -26.766
C -8.997 1.178 -27.897
C -12.478 3.133 -26.507
C -11.852 -0.205 -31.148
C -13.412 3.203 -30.192
C -9.775 3.245 -32.383
C -11.524 6.575 -28.467
C -15.267 -0.874 -29.147
C -16.146 6.639 -28.046
H -16.204 4.344 -25.472
H -12.370 3.026 -30.434
H -15.151 8.269 -27.538
H -14.179 4.191 -26.730
H -12.829 6.147 -27.029
H -10.759 3.396 -32.772
H -10.921 2.090 -28.611
H -14.114 2.738 -30.858
H -16.696 4.866 -28.685
H -11.441 3.244 -26.830
H -14.807 0.990 -28.690
H -12.241 -1.186 -31.430
H -13.546 2.752 -29.227
H -12.267 0.100 -30.188
H -12.028 4.640 -27.963
H -13.005 2.175 -26.634
H -8.740 0.285 -27.374
H -10.874 0.316 -28.617
H -10.164 -0.939 -30.661
H -16.206 -0.348 -29.447
H -9.336 2.809 -33.231
H -16.288 1.889 -24.879
H -12.264 0.357 -32.010
H -12.373 3.239 -25.408
H -15.851 4.742 -27.133
H -11.089 1.202 -27.235
H -14.051 7.069 -28.164
H -7.951 2.144 -26.582
H -8.547 1.077 -28.828
H -12.873 4.874 -29.779
H -12.419 7.901 -27.369
H -15.020 5.130 -28.887
H -9.391 4.284 -32.291
H -10.433 4.951 -28.728
H -16.193 0.835 -26.288
H -15.227 -1.531 -28.326
H -14.725 -1.443 -29.884
H -9.951 1.617 -31.393
*
```

- HOMO (eV) = -9.168
- energy above the lowest of the compared OMol25 structures with the same formula, charge and spin (kJ/mol) = 95.3
- E_LUMO (eV) = 0.11
- orbital gap (eV) = 9.28
- SMILES string = NC(N)=O.NC(N)=O.NC(N)=O.CCO.CO.CO.CO.CO.CO
- E (eV) = -38350.787

Listed below, in e, are the Löwdin charges computed for each atom: -0.118 -0.106 -0.134 -0.135 -0.188 -0.187 -0.080 -0.131 -0.109 0.171 0.165 0.141 0.145 0.120 0.133 -0.079 -0.553 -0.234 -0.090 -0.128 -0.138 -0.178 -0.631 -0.100 -0.637 0.141 0.076 0.115 0.009 0.117 0.058 0.063 0.092 0.145 0.067 -0.012 0.078 0.043 0.048 0.069 0.094 0.101 0.055 0.084 0.106 0.054 0.118 0.096 0.097 0.050 0.029 0.079 0.078 0.076 0.049 0.152 0.087 0.095 0.158 0.158 0.050 0.059 0.048

---

The molecule C4H8O2, computed with the ωB97M-V functional and the def2-TZVPD basis.

The geometry in ORCA input format:
```
! RIJCOSX wB97M-V def2-TZVPD def2/J DEFGRID3
* xyz 0 1
O 0.457 0.136 -1.034
O -1.593 1.850 0.004
C -1.490 0.525 0.402
C -0.482 -0.417 -0.169
C 1.654 -0.614 -1.025
C -0.377 0.017 1.278
H -2.484 0.124 0.584
H -0.589 -0.666 2.094
H 2.422 -0.028 -1.535
H 1.982 -0.829 0.003
H -0.773 -1.442 -0.403
H 1.524 -1.569 -1.555
H 0.449 0.705 1.452
H -0.702 2.207 -0.096
*
```

- HOMO (eV) = -9.520
- energy above the lowest of the compared OMol25 structures with the same formula, charge and spin (kJ/mol) = 234.9
- E_LUMO (eV) = 1.04
- orbital gap (eV) = 10.56
- SMILES string = CO[C@H]1C[C@H]1O
- E (eV) = -8370.847

Listed below, in e, are the Löwdin charges computed for each atom: -0.140 0.008 -0.312 -0.308 -0.097 -0.035 0.148 0.102 0.090 0.091 0.150 0.091 0.117 0.096

---

- What is the formula in the first record?
  C10H38N6O9

---

- What is the formula in the second record?
  C4H8O2